A molecular structure, C2H4INS, computed with wB97M-V/def2-TZVPD.

```
! RIJCOSX wB97M-V def2-TZVPD def2/J DEFGRID3
* xyz 0 1
C -1.02515 1.36563 -0.13601
C 1.25204 -0.64279 0.74317
N 0.43541 -1.11117 -0.08787
S -0.89017 0.91611 -1.74067
I -2.69993 0.42982 0.76927
H 1.27930 -0.95530 1.87767
H 1.65459 0.23519 0.50342
H 0.18112 1.63495 -2.08798
H -0.18719 -1.87243 0.15901
*
```

Its electronic energy is -22560.5925 eV. As for the energy above the lowest of the compared OMol25 structures with the same formula, charge and spin: 85.6 kcal per mole. The calculation puts the highest occupied orbital energy at -0.3155 hartree. For the HOMO-LUMO gap, the calculation gives 8.221 eV.

***

C2H4INS in the gas phase, computed with wB97M-V/def2-TZVPD.

```
! RIJCOSX wB97M-V def2-TZVPD def2/J DEFGRID3
* xyz 0 1
H 0.81959 1.35761 2.08403
N 0.75325 0.83792 1.23800
C -0.31500 0.81344 0.51992
C -0.25787 -0.00562 -0.66598
S 1.03847 -1.31779 -0.06266
I 0.21025 -2.94142 -1.63896
H -1.34544 1.15973 1.02568
H 0.24345 0.64892 -1.46096
H -1.14669 -0.55279 -1.03908
*
```

Its electronic energy is -22563.4845 eV. The SMILES is [H]/N=C/CSI. As for the energy above the lowest of the compared OMol25 structures with the same formula, charge and spin: 18.9 kcal per mole. The calculation puts the highest occupied orbital energy at -0.3136 hartree. For the HOMO-LUMO gap, the calculation gives 8.464 eV.

***

C2H4IOPS in the gas phase, computed with wB97M-V/def2-TZVPD.

```
! RIJCOSX wB97M-V def2-TZVPD def2/J DEFGRID3
* xyz 0 1
C -1.65272 -0.50512 -0.19967
C -0.36838 0.20325 0.12038
P 0.44758 1.33866 -0.94314
O 1.55306 1.86670 -0.00755
S 2.93720 0.66601 0.93993
I 2.99226 -1.21995 -0.44939
H -1.96958 -0.43501 0.85067
H -1.41964 -1.52012 -0.56523
H -2.54322 -0.10443 -0.76181
H 0.02342 -0.28999 1.01581
*
```

Its electronic energy is -32407.9402 eV. The SMILES is C/C=P/OSI. As for the energy above the lowest of the compared OMol25 structures with the same formula, charge and spin: 30.4 kcal per mole. The calculation puts the highest occupied orbital energy (alpha / beta) at -0.3092 / -0.3091 hartree. For the HOMO-LUMO gap (alpha / beta), the calculation gives 6.675 / 6.672 eV.